30
Properties=species:S:1:pos:R:3:forces:R:3:lowdin_charge:R:1 method="wB97M-V/def2-TZVPD" energy_ev=-16230.405 homo_ha="-0.44372 / -0.44147" relative_energy_kj_mol=288.73 orbital_gap_ev="7.6 / 6.4" charge=+1
O 3.44945 0.12133 0.38018 1.10 -3.56 -1.00 0.1349
N 1.22998 1.47465 -0.35200 4.03 -2.01 2.81 0.0539
C 1.21673 -1.68956 1.81610 -3.44 1.13 -0.09 0.0162
C -3.87240 -0.63235 -0.31503 0.41 0.23 -1.35 -0.0167
C -0.14252 -0.28575 0.04848 -0.54 0.13 0.55 -0.1047
C 1.44020 -1.93866 -0.79028 0.54 1.38 0.65 0.0199
C -1.13526 1.87744 -0.59644 1.33 2.16 -1.06 0.0201
C -0.05312 1.09104 -0.26044 1.44 -0.92 0.09 -0.2379
C 1.15377 -0.98804 0.37437 0.21 -0.41 1.71 -0.4588
C -1.39864 -0.83598 -0.01059 -0.10 -1.91 0.76 0.0272
C -2.34153 1.28682 -0.57288 0.83 -1.17 0.28 -0.0108
C 1.73806 2.82928 -0.19618 -1.01 1.52 -1.03 -0.0465
C -2.49938 -0.07204 -0.28613 -0.45 0.96 -0.22 -0.2379
C 2.18265 0.10121 0.50965 -2.90 2.87 -2.66 -0.0626
H 2.78237 2.94363 -0.61583 -1.18 -0.41 0.76 0.1080
H -4.40306 -0.18572 -1.18000 -0.08 -0.35 0.73 0.1108
H 1.30105 -1.21616 -1.62575 0.04 -1.52 -0.31 0.1205
H 1.63915 3.26473 0.87784 0.12 -0.88 -1.90 0.1382
H -3.83060 -1.69518 -0.41926 -0.13 -0.74 -0.22 0.0779
H 0.71939 -2.78544 -0.66142 1.04 0.57 -0.79 0.1252
H -3.14773 1.83332 -0.85776 -2.45 1.45 -0.75 0.0985
H 2.03560 -2.34922 1.99350 0.92 -0.03 -0.07 0.0737
H 1.15143 -0.79358 2.48684 0.37 -1.24 0.11 0.1054
H -1.64522 -1.89810 0.19628 0.74 0.61 -0.06 0.1471
H 0.26308 -2.31750 2.03930 1.50 1.13 -0.68 0.1228
H 3.82603 -0.86010 0.05373 -1.08 3.26 1.04 0.2435
H -4.33968 -0.43280 0.61329 -0.87 0.42 0.84 0.0876
H 1.04386 3.40118 -0.92704 1.30 -0.26 1.39 0.1058
H -0.89061 2.89727 -1.06379 -0.95 -1.52 1.10 0.1513
H 2.52697 -2.14572 -0.65876 -0.76 -0.90 -0.64 0.0872